No. 1
Below is a 2-piece molecular cluster, C4H12 overall, with properties calculated with wB97M-V/def2-TZVPD.

Bonds (Å) are listed after each position.
Geometry (Å):
1 C 0.96019 1.16889 1.24718  C2 1.571, H3 1.155, H4 1.126, H5 1.089
2 C -0.02062 1.45354 2.44100  C1 1.571, H6 1.200, H7 1.191, H8 0.950
3 H 2.03277 0.91072 1.58883  C1 1.155
4 H 0.41351 0.33899 0.71698  C1 1.126
5 H 1.10171 1.95285 0.50441  C1 1.089
6 H -0.91027 0.64985 2.49866  C2 1.200
7 H -0.35761 2.59535 2.42321  C2 1.191
8 H 0.41833 1.33527 3.27501  C2 0.950
9 C 0.18319 -1.60586 -1.47036  C10 1.604, H11 1.120, H12 1.131, H13 1.070
10 C -1.09054 -1.03335 -2.25981  C9 1.604, H14 1.128, H15 1.218, H16 1.105
11 H 0.72618 -0.66135 -1.20850  C9 1.120
12 H -0.27709 -1.99888 -0.51499  C9 1.131
13 H 0.93329 -2.30990 -1.76398  C9 1.070
14 H -1.87298 -1.78318 -2.57153  C10 1.128
15 H -0.96782 -0.45540 -3.32518  C10 1.218
16 H -1.43336 -0.47359 -1.37096  C10 1.105

Values from the calculation:
Energy above the lowest of the compared OMol25 structures with the same formula, charge and spin in eV: 2.1634



No. 2
Below is a 2-piece molecular cluster, C4H12 overall, with properties calculated with wB97M-V/def2-TZVPD.

Bonds (Å) are listed after each position.
Geometry (Å):
1 C 0.38601 -2.37376 1.61363  C2 1.523, H3 1.086, H4 1.087, H5 1.090
2 C -0.31925 -1.11559 2.10221  C1 1.523, H6 1.089, H7 1.083, H8 1.099
3 H -0.27123 -3.23429 1.69609  C1 1.086
4 H 0.64901 -2.32627 0.56005  C1 1.087
5 H 1.28379 -2.57475 2.19748  C1 1.090
6 H -0.82606 -1.25796 3.05587  C2 1.089
7 H 0.35543 -0.27470 2.20749  C2 1.083
8 H -1.08822 -0.77775 1.39341  C2 1.099
9 C -0.61793 1.51727 -2.26683  C10 1.524, H11 1.090, H12 1.086, H13 1.096
10 C 0.57585 1.98019 -1.44042  C9 1.524, H14 1.099, H15 1.092, H16 1.092
11 H -0.87970 2.27211 -3.00900  C9 1.090
12 H -0.40074 0.60291 -2.81055  C9 1.086
13 H -1.51457 1.32538 -1.66584  C9 1.096
14 H 0.77500 1.30405 -0.59782  C10 1.099
15 H 0.40880 2.96034 -0.98895  C10 1.092
16 H 1.48381 1.97283 -2.04683  C10 1.092

Values from the calculation:
Energy above the lowest of the compared OMol25 structures with the same formula, charge and spin in eV: 0.0522



No. 3
Below is a 2-piece molecular cluster, C4H12 overall, with properties calculated with wB97M-V/def2-TZVPD.

Bonds (Å) are listed after each position.
Geometry (Å):
1 C 2.68227 -0.68656 0.07947  C2 1.522, H3 1.086, H4 1.092, H5 1.101
2 C 1.91063 -1.44567 -0.99081  C1 1.522, H6 1.092, H7 1.083, H8 1.088
3 H 3.24821 -1.32078 0.75602  C1 1.086
4 H 3.31510 0.12255 -0.29202  C1 1.092
5 H 2.03029 -0.09419 0.74020  C1 1.101
6 H 2.35731 -1.31952 -1.97877  C2 1.092
7 H 0.90403 -1.08125 -1.15603  C2 1.083
8 H 1.79433 -2.46444 -0.62577  C2 1.088
9 C -2.14590 0.33337 0.30915  C10 1.515, H11 1.102, H12 1.099, H13 1.081
10 C -2.51605 1.78244 0.55016  C9 1.515, H14 1.103, H15 1.084, H16 1.087
11 H -2.46117 -0.03319 -0.68095  C9 1.102
12 H -1.05115 0.27184 0.23554  C9 1.099
13 H -2.43698 -0.48851 0.94898  C9 1.081
14 H -2.23169 1.95627 1.60199  C10 1.103
15 H -3.57300 1.97820 0.40755  C10 1.084
16 H -1.82622 2.48945 0.09529  C10 1.087

Values from the calculation:
Energy above the lowest of the compared OMol25 structures with the same formula, charge and spin in eV: 0.5502



No. 4
Below is a 2-piece molecular cluster, C4H12 overall, with properties calculated with wB97M-V/def2-TZVPD.

Bonds (Å) are listed after each position.
Geometry (Å):
1 C -0.89692 0.76880 -2.01023  C2 1.510, H3 1.084, H4 1.045, H5 1.126
2 C 0.43689 1.47725 -2.00311  C1 1.510, H6 1.136, H7 1.178, H8 1.091
3 H -1.31598 0.57619 -1.02891  C1 1.084
4 H -1.59884 1.21017 -2.64550  C1 1.045
5 H -0.80456 -0.23863 -2.50553  C1 1.126
6 H 1.18349 1.03425 -2.73598  C2 1.136
7 H 0.21439 2.60790 -2.24951  C2 1.178
8 H 0.91558 1.27015 -1.04456  C2 1.091
9 C 0.29204 -0.42526 2.38272  C10 1.464, H11 1.102, H12 1.101, H13 1.082
10 C 0.10657 -1.72398 1.73380  C9 1.464, H14 1.192, H15 1.025, H16 1.128
11 H 0.16616 -0.61555 3.46098  C9 1.102
12 H 1.34028 -0.10038 2.29027  C9 1.101
13 H -0.49707 0.25745 2.09745  C9 1.082
14 H 0.36671 -1.42169 0.61096  C10 1.192
15 H -0.80275 -2.18962 1.64986  C10 1.025
16 H 0.89400 -2.48705 1.99730  C10 1.128

Values from the calculation:
Energy above the lowest of the compared OMol25 structures with the same formula, charge and spin in eV: 1.0407



No. 5
Below is a 2-piece molecular cluster, C4H12 overall, with properties calculated with wB97M-V/def2-TZVPD.

Bonds (Å) are listed after each position.
Geometry (Å):
1 C -1.66710 -1.19378 1.13110  C2 1.575, H3 1.023, H4 1.112, H5 1.100
2 C -0.41617 -0.95916 2.05853  C1 1.575, H6 1.011, H7 1.041, H8 1.038
3 H -2.29445 -1.92264 1.47918  C1 1.023
4 H -1.63320 -1.31223 0.02549  C1 1.112
5 H -2.27030 -0.27364 1.11052  C1 1.100
6 H -0.70187 -1.38347 2.93107  C2 1.011
7 H 0.03704 -0.02537 2.13508  C2 1.041
8 H 0.29359 -1.63811 1.72284  C2 1.038
9 C 1.41346 1.61275 -2.04328  C10 1.592, H11 1.082, H12 1.160, H13 1.084
10 C 0.75733 0.54674 -1.05906  C9 1.592, H14 1.115, H15 1.093, H16 1.043
11 H 0.71659 2.23523 -2.58943  C9 1.082
12 H 2.07113 1.22166 -2.91565  C9 1.160
13 H 2.10620 2.28784 -1.55370  C9 1.084
14 H -0.18203 0.92509 -0.59327  C10 1.115
15 H 0.51485 -0.34739 -1.63946  C10 1.093
16 H 1.25493 0.22649 -0.19995  C10 1.043

Values from the calculation:
Energy above the lowest of the compared OMol25 structures with the same formula, charge and spin in eV: 1.1839



No. 6
Below is a 2-piece molecular cluster, C4H12 overall, with properties calculated with wB97M-V/def2-TZVPD.

Bonds (Å) are listed after each position.
Geometry (Å):
1 C -1.42972 -1.58230 -0.84695  C2 1.523, H3 1.091, H4 1.081, H5 1.083
2 C -1.04964 -2.01425 0.56286  C1 1.523, H6 1.091, H7 1.094, H8 1.088
3 H -0.62978 -0.98470 -1.28685  C1 1.091
4 H -1.59318 -2.45821 -1.45833  C1 1.081
5 H -2.30455 -0.94401 -0.84640  C1 1.083
6 H -1.42863 -3.01304 0.78303  C2 1.091
7 H -1.45313 -1.46059 1.41617  C2 1.094
8 H 0.02948 -2.08584 0.67765  C2 1.088
9 C 1.84687 1.40186 0.16135  C10 1.533, H11 1.089, H12 1.092, H13 1.098
10 C 0.58007 2.25244 0.01436  C9 1.533, H14 1.085, H15 1.082, H16 1.086
11 H 2.66918 1.67515 -0.49861  C9 1.089
12 H 2.21281 1.52478 1.18290  C9 1.092
13 H 1.68962 0.31833 0.07245  C9 1.098
14 H 0.80957 3.25531 0.35968  C10 1.085
15 H 0.21105 2.24741 -1.00244  C10 1.082
16 H -0.16004 1.86765 0.70913  C10 1.086

Values from the calculation:
Energy above the lowest of the compared OMol25 structures with the same formula, charge and spin in eV: 0.2083



No. 7
Below is a 2-piece molecular cluster, C4H12 overall, with properties calculated with wB97M-V/def2-TZVPD.

Bonds (Å) are listed after each position.
Geometry (Å):
1 C -2.12392 -0.71651 0.26191  C2 1.491, H3 1.075, H4 1.155, H5 1.157
2 C -0.88221 -1.05267 1.01513  C1 1.491, H6 1.154, H7 1.140, H8 1.172
3 H -2.47888 -1.45616 -0.43318  C1 1.075
4 H -2.88382 -0.50334 1.10490  C1 1.155
5 H -1.83228 0.29224 -0.22456  C1 1.157
6 H 0.12988 -0.50317 0.94474  C2 1.154
7 H -0.59351 -2.13133 1.24342  C2 1.140
8 H -1.16632 -0.77990 2.11856  C2 1.172
9 C 1.33827 1.40851 -0.37615  C10 1.504, H11 1.147, H12 1.141, H13 1.057
10 C 1.61205 0.15871 -1.16633  C9 1.504, H14 1.112, H15 1.152, H16 1.084
11 H 2.24494 1.75238 0.23666  C9 1.147
12 H 0.94295 2.30109 -0.96710  C9 1.141
13 H 0.59800 1.48541 0.37398  C9 1.057
14 H 2.70916 0.04422 -1.02486  C10 1.112
15 H 1.32437 0.42240 -2.24999  C10 1.152
16 H 1.06133 -0.72188 -0.85712  C10 1.084

Values from the calculation:
Energy above the lowest of the compared OMol25 structures with the same formula, charge and spin in eV: 1.6279



Question: What is the formula in the third record?
Answer: C4H12



Question: energy above the lowest of the compared OMol25 structures with the same formula, charge and spin of number 6 (C4H12)?
Answer: 0.2083 eV